The following is a quantum chemistry calculation of C41H36FeNO3 as an isolated structure, from the OMol25 dataset.

ORCA input file:
```
! RIJCOSX wB97M-V def2-TZVPD def2/J DEFGRID3
* xyz 1 5
C 6.260 1.036 1.861
C 5.739 -0.261 1.874
C 4.663 -0.597 1.042
C 4.022 0.382 0.265
C 2.809 0.082 -0.642
C 3.182 0.242 -2.124
C 4.507 0.323 -2.562
C 4.792 0.406 -3.931
C 3.755 0.386 -4.866
C 2.425 0.291 -4.435
C 2.152 0.185 -3.069
C 2.291 -1.331 -0.377
C 2.330 -2.338 -1.339
C 1.856 -3.622 -1.033
C 1.390 -3.906 0.251
C 1.428 -2.918 1.242
C 1.902 -1.642 0.935
C 1.665 1.095 -0.303
C 1.883 2.517 -0.841
C 0.520 3.051 -1.303
C -0.410 1.846 -1.414
N 0.321 0.734 -0.784
C -0.454 -0.266 -0.276
C -1.426 -0.862 -1.033
C -2.086 -2.086 -0.666
C -2.820 -2.840 -1.618
C -3.443 -4.024 -1.246
C -3.348 -4.488 0.076
C -2.620 -3.761 1.021
C -2.002 -2.572 0.661
C 4.584 1.663 0.231
C 5.688 1.997 1.020
H 7.131 1.291 2.474
H 6.178 -1.028 2.517
H 4.339 -1.639 1.002
H 5.332 0.302 -1.847
H 5.834 0.465 -4.252
H 3.980 0.414 -5.937
H 1.595 0.279 -5.145
H 1.132 0.001 -2.735
H 2.745 -2.148 -2.331
H 1.876 -4.394 -1.806
H 1.027 -4.912 0.502
H 1.099 -3.133 2.264
H 2.014 -0.896 1.730
H 1.596 1.152 0.800
H 2.311 3.127 -0.035
H 2.581 2.528 -1.689
H 0.121 3.770 -0.573
H 0.578 3.554 -2.277
H -1.383 2.024 -0.924
H -0.636 1.593 -2.465
H -0.271 -0.544 0.767
H -1.658 -0.439 -2.013
H -2.866 -2.473 -2.651
H -4.005 -4.597 -1.987
H -3.842 -5.409 0.369
H -2.528 -4.110 2.051
H -1.420 -2.013 1.399
H 4.201 2.414 -0.458
H 6.096 3.008 0.958
O -7.650 2.220 0.847
C -6.607 1.881 1.229
Fe -4.971 1.365 1.605
C -5.545 -0.254 1.280
O -5.918 -1.305 0.932
C -4.593 1.473 -0.095
O -4.268 1.481 -1.220
C -3.141 0.585 2.569
C -2.494 1.784 2.244
C -3.098 3.013 2.209
C -4.445 3.275 2.493
C -5.236 2.628 3.456
C -4.995 1.402 4.042
C -4.164 0.431 3.518
H -2.677 -0.346 2.214
H -1.458 1.726 1.889
H -2.504 3.843 1.812
H -4.866 4.200 2.075
H -6.124 3.169 3.794
H -5.660 1.099 4.862
H -4.295 -0.579 3.919
*
```

Values from the calculation:
Total energy in a.u.: -3127.70561